Entry 1:
The following is a quantum chemistry calculation of 3 unconnected molecules or ions with the total composition C10H24O12P2 at a distorted geometry, from the OMol25 dataset.

Values from the calculation:
E_HOMO (eV): -9.416
2S+1: 1
E_LUMO (Ha): -0.0334
Frontier orbital gap (eV): 8.508
Total charge: 0
SMILES: COP(=O)(OC)OC.COP(=O)(OC)OC.O=CCC(=O)OCO

Geometry (Å):
1 O 6.071 -1.877 0.430
2 C 6.081 -1.291 -0.611
3 C 6.246 0.203 -0.719
4 C 5.019 0.887 -1.273
5 O 5.034 1.475 -2.319
6 O 3.961 0.790 -0.455
7 C 2.692 0.684 -1.110
8 O 2.391 -0.630 -1.443
9 H 6.004 -1.845 -1.562
10 H 6.440 0.627 0.267
11 H 7.113 0.421 -1.340
12 H 1.941 1.031 -0.397
13 H 2.596 1.306 -1.994
14 H 1.913 -1.040 -0.710
15 C -3.050 3.300 -0.276
16 O -1.831 2.711 0.214
17 P -0.862 3.581 1.237
18 O 0.411 2.853 1.099
19 O -1.771 3.111 2.518
20 C -1.891 1.718 2.791
21 O -0.412 4.886 2.099
22 C -1.391 5.834 2.573
23 H -3.554 2.554 -0.883
24 H -3.703 3.588 0.553
25 H -2.839 4.171 -0.897
26 H -1.047 1.160 2.387
27 H -2.822 1.327 2.374
28 H -1.914 1.601 3.873
29 H -1.950 5.407 3.403
30 H -2.077 6.136 1.782
31 H -0.850 6.711 2.918
32 C -3.310 -2.478 -1.935
33 O -1.870 -2.478 -1.973
34 P -1.046 -2.927 -0.646
35 O 0.306 -2.401 -0.814
36 O -1.184 -4.514 -0.957
37 C -0.512 -5.042 -2.101
38 O -1.288 -3.149 0.920
39 C -2.519 -3.739 1.389
40 H -3.663 -2.199 -2.923
41 H -3.690 -3.473 -1.687
42 H -3.679 -1.751 -1.211
43 H 0.337 -4.420 -2.385
44 H -1.203 -5.123 -2.941
45 H -0.156 -6.036 -1.840
46 H -2.525 -4.805 1.173
47 H -3.390 -3.264 0.937
48 H -2.558 -3.591 2.464

Atomic forces in eV per Å
-0.01 -0.31 0.44
0.03 0.12 -0.08
0.15 0.35 0.52
0.59 0.18 -0.38
-0.32 -0.01 -0.25
0.03 -0.39 -0.26
-1.71 0.01 0.51
0.57 0.18 -0.12
-0.09 0.05 -0.16
-0.06 -0.25 0.16
-0.15 0.06 -0.28
0.36 0.29 0.22
0.67 -0.02 -0.14
-0.08 -0.24 -0.26
-0.08 -0.13 0.14
-0.15 2.91 -1.43
1.70 -5.02 4.43
-0.01 0.56 -0.81
-0.05 0.15 0.30
-0.27 -0.05 -0.15
-1.36 1.60 -2.54
0.07 0.06 0.21
0.06 -0.05 0.01
0.02 -0.02 0.00
-0.03 -0.02 -0.05
0.03 0.04 -0.02
0.01 -0.04 -0.03
0.01 0.04 0.01
0.00 -0.09 -0.06
0.00 0.04 0.01
0.09 -0.03 -0.07
0.01 -0.15 -0.10
-1.27 1.33 1.94
3.07 -3.46 -1.61
-0.09 0.70 0.29
0.19 -0.12 0.25
-0.16 -0.04 -0.19
-1.98 1.68 -0.50
0.03 -0.14 0.17
0.08 0.00 -0.03
0.03 0.00 -0.02
-0.01 0.03 -0.03
0.00 0.04 0.04
0.00 0.04 -0.01
-0.01 0.00 0.04
0.04 0.02 -0.09
0.00 0.00 0.02
0.08 0.08 -0.01

=====

Entry 2:
The following is a quantum chemistry calculation of a molecular structure, C10H25AlNO, from the OMol25 dataset.

Values from the calculation:
E_HOMO (eV): -4.589
2S+1: 1
E_LUMO (Ha): 0.1237
Frontier orbital gap (eV): 7.956
Total charge: -1

Geometry (Å):
1 C -2.939 -0.047 -0.797
2 C -2.213 -0.149 -2.149
3 C -1.029 -1.137 -2.133
4 Al 0.871 -0.425 -1.896
5 C 1.030 1.259 -0.745
6 C -0.119 1.603 0.209
7 C 0.112 2.788 1.162
8 N -1.086 3.635 1.321
9 C 2.055 -1.869 -1.073
10 C 2.189 -1.806 0.453
11 C 0.844 -1.994 1.170
12 C 0.696 -1.358 2.565
13 O 1.595 -0.295 2.858
14 H -2.300 -0.405 0.014
15 H -3.230 0.975 -0.540
16 H -3.848 -0.655 -0.788
17 H -1.874 0.853 -2.443
18 H -2.948 -0.438 -2.910
19 H -0.971 -1.636 -3.111
20 H -1.274 -1.947 -1.429
21 H 1.409 -0.062 -3.410
22 H 1.959 1.158 -0.158
23 H 1.208 2.124 -1.399
24 H -0.383 0.715 0.799
25 H -1.018 1.816 -0.382
26 H 0.931 3.394 0.762
27 H 0.438 2.421 2.143
28 H -1.273 3.830 2.295
29 H -1.895 3.142 0.963
30 H 3.059 -1.793 -1.512
31 H 1.675 -2.859 -1.369
32 H 2.901 -2.546 0.848
33 H 2.616 -0.840 0.731
34 H 0.054 -1.610 0.518
35 H 0.651 -3.067 1.273
36 H -0.336 -1.007 2.692
37 H 0.882 -2.096 3.349
38 H 1.561 0.329 2.120

Atomic forces in eV per Å
0.02 -0.07 0.08
0.02 0.08 -0.07
-0.10 -0.04 0.06
0.00 -0.03 -0.01
0.03 0.02 0.16
-0.06 -0.13 -0.06
0.10 0.02 -0.09
-0.04 -0.06 0.03
-0.06 -0.02 0.02
0.06 -0.04 0.15
0.00 0.09 -0.09
0.12 -0.15 0.08
-0.10 0.19 -0.18
0.00 0.03 -0.04
-0.06 -0.01 -0.08
0.04 -0.05 0.03
0.04 -0.04 0.00
-0.03 0.07 0.02
0.03 0.02 0.01
0.04 0.02 0.00
0.02 0.01 0.04
-0.01 0.00 -0.03
-0.02 -0.01 0.02
-0.07 0.09 0.04
0.09 0.05 -0.01
-0.06 0.03 0.00
0.09 -0.02 -0.03
0.01 0.01 0.00
-0.02 -0.01 0.02
-0.02 -0.02 -0.03
0.03 0.00 0.01
-0.01 0.00 0.00
-0.03 0.02 -0.04
0.05 0.06 0.01
-0.12 0.01 -0.06
-0.01 -0.05 0.02
0.03 0.01 -0.02
0.01 -0.07 0.08

=====

Entry 3:
The following is a quantum chemistry calculation of 3 unconnected molecules or ions with the total composition C10H25BClN5O12P3 at a distorted geometry, from the OMol25 dataset.

Values from the calculation:
E_HOMO (eV): -11.272
2S+1: 1
E_LUMO (Ha): -0.1343
Frontier orbital gap (eV): 7.618
Total charge: +1

Geometry (Å):
1 C 4.634 3.707 7.978
2 O 5.156 4.384 6.807
3 B 4.796 3.835 5.630
4 O 5.622 3.983 4.547
5 C 3.418 3.011 5.454
6 N 2.212 3.543 5.512
7 C 1.308 2.556 5.279
8 N -0.006 2.633 5.213
9 N 2.007 1.429 5.116
10 N 1.466 0.153 4.848
11 C 1.338 0.006 3.599
12 O 1.451 -0.175 2.478
13 N 3.337 1.669 5.219
14 P 4.533 0.363 4.994
15 O 5.922 1.103 5.396
16 Cl 4.139 -0.900 6.592
17 H 5.135 4.094 8.863
18 H 3.564 3.904 8.078
19 H 4.861 2.640 7.890
20 H 6.043 3.160 4.275
21 H -0.548 1.872 4.838
22 H -0.511 3.468 5.462
23 H 6.413 0.515 5.995
24 C -2.789 -1.174 -1.176
25 O -2.339 -2.228 -0.294
26 P -1.359 -3.413 -0.962
27 O -1.444 -4.434 0.114
28 O -0.017 -2.478 -0.856
29 C 0.388 -2.046 0.427
30 O -0.691 -4.316 -2.174
31 C -0.340 -3.653 -3.410
32 H -3.284 -0.418 -0.569
33 H -1.946 -0.716 -1.698
34 H -3.498 -1.563 -1.905
35 H 0.019 -2.709 1.212
36 H 0.019 -1.033 0.604
37 H 1.478 -2.028 0.455
38 H 0.568 -3.065 -3.274
39 H -1.147 -3.010 -3.754
40 H -0.152 -4.418 -4.160
41 C -5.758 -0.346 -6.006
42 O -4.622 -0.222 -5.126
43 P -3.218 -1.017 -5.559
44 O -2.509 -0.924 -4.255
45 O -2.818 0.167 -6.605
46 C -2.668 1.498 -6.119
47 O -2.196 -2.056 -6.334
48 C -2.444 -2.379 -7.721
49 H -6.527 0.341 -5.661
50 H -5.483 -0.084 -7.032
51 H -6.152 -1.362 -5.978
52 H -2.432 1.516 -5.056
53 H -3.586 2.061 -6.297
54 H -1.861 1.968 -6.677
55 H -2.156 -1.541 -8.355
56 H -3.491 -2.627 -7.889
57 H -1.833 -3.241 -7.977

Atomic forces in eV per Å
0.01 0.45 0.04
-0.58 -0.78 0.15
1.02 0.44 -0.17
-0.37 -0.12 0.18
-0.08 -0.58 0.46
-0.69 0.52 -0.02
1.77 0.47 0.30
-0.55 -0.10 -0.16
-1.60 -1.15 -0.38
-0.41 0.28 -0.35
1.72 -0.02 0.14
-0.84 -0.11 0.10
0.91 1.04 0.66
0.02 -1.58 -1.08
-0.97 0.01 0.44
0.18 0.76 -0.15
0.07 0.07 -0.22
0.07 -0.20 0.00
-0.23 0.08 0.19
0.02 0.16 -0.28
0.03 -0.09 0.21
0.32 0.17 -0.04
0.23 0.33 0.08
0.05 0.22 0.06
-0.69 -0.80 -2.97
3.85 -1.66 5.15
-0.59 0.39 -0.76
0.06 -0.24 -0.64
-0.23 0.39 0.10
-2.51 1.94 -0.83
0.17 0.02 -0.27
0.01 -0.10 0.12
-0.09 -0.06 -0.04
0.05 0.12 -0.01
-0.03 -0.06 -0.07
-0.03 -0.02 0.03
0.00 -0.06 -0.13
-0.06 0.02 0.10
0.05 0.07 -0.11
-0.08 -0.12 0.13
-0.06 0.17 -0.10
-0.87 -3.00 -1.21
4.86 5.07 2.15
-0.66 -0.84 -0.05
0.18 -0.54 -0.44
-0.44 0.33 -0.04
-3.19 -1.12 -0.37
0.21 -0.01 -0.24
0.07 0.01 0.09
0.00 0.02 0.03
-0.09 0.05 0.01
0.00 -0.12 0.00
0.02 0.03 0.06
0.02 -0.12 -0.05
-0.06 0.06 0.09
0.03 -0.06 -0.07
-0.01 -0.02 0.16

=====

> The lowest total charge belongs to which entry?

C10H25AlNO

=====

> Among the records above, which one has the lowest total charge?

C10H25AlNO

=====

> The highest E_HOMO belongs to which entry?

C10H25AlNO